{
  "formula": "C28H42O21",
  "method": "ωB97M-V/def2-TZVPD",
  "species": ["C", "C", "C", "O", "C", "O", "O", "H", "H", "H", "H", "H", "H", "C", "C", "C", "O", "C", "O", "O", "H", "H", "H", "H", "H", "H", "C", "C", "C", "O", "C", "O", "O", "H", "H", "H", "H", "H", "H", "C", "C", "C", "O", "C", "O", "O", "H", "H", "H", "H", "H", "H", "C", "C", "C", "O", "C", "O", "O", "H", "H", "H", "H", "H", "H", "C", "C", "C", "O", "C", "O", "O", "H", "H", "H", "H", "H", "H", "C", "C", "C", "O", "C", "O", "O", "H", "H", "H", "H", "H", "H"],
  "coordinates": [[-3.818, 0.510, -2.803], [-2.666, 0.266, -3.766], [-2.429, 1.486, -4.651], [-1.017, 1.695, -4.478], [-0.442, 0.792, -3.644], [0.731, 0.708, -3.499], [-1.446, 0.011, -3.130], [-3.650, 1.435, -2.253], [-4.003, -0.385, -2.209], [-4.718, 0.771, -3.360], [-2.860, -0.520, -4.496], [-2.905, 2.439, -4.418], [-2.868, 1.179, -5.600], [-5.165, -4.038, 0.041], [-3.829, -4.013, -0.661], [-3.411, -2.668, -1.256], [-2.206, -2.406, -0.558], [-1.837, -3.333, 0.271], [-0.858, -3.390, 1.032], [-2.826, -4.274, 0.326], [-5.963, -3.506, -0.477], [-5.066, -3.440, 0.946], [-5.484, -5.034, 0.347], [-3.809, -4.791, -1.424], [-4.173, -1.949, -0.955], [-3.316, -2.782, -2.336], [2.367, 4.017, -1.603], [0.911, 4.542, -1.789], [0.200, 4.296, -3.090], [-1.088, 3.870, -2.678], [-1.132, 3.527, -1.410], [-2.113, 3.016, -0.888], [0.118, 3.809, -0.847], [2.401, 2.948, -1.811], [2.692, 4.184, -0.576], [3.055, 4.529, -2.276], [0.758, 5.526, -1.345], [0.711, 3.607, -3.762], [0.003, 5.177, -3.702], [-1.239, 0.293, 0.773], [0.262, -0.232, 0.778], [1.214, 0.313, -0.275], [2.411, 0.508, 0.471], [2.108, 0.573, 1.784], [2.895, 0.794, 2.693], [0.829, 0.285, 1.970], [-1.733, 0.153, -0.189], [-1.228, 1.370, 0.939], [-1.895, -0.130, 1.534], [0.233, -1.320, 0.729], [0.922, 1.224, -0.799], [1.280, -0.433, -1.067], [6.550, -0.857, 2.900], [6.583, 0.376, 2.017], [6.221, 1.695, 2.628], [7.406, 2.378, 2.524], [8.387, 1.685, 2.007], [9.526, 2.132, 1.765], [7.975, 0.435, 1.773], [7.262, -0.846, 3.725], [6.777, -1.751, 2.319], [5.558, -1.015, 3.323], [6.035, 0.261, 1.082], [5.949, 1.549, 3.673], [5.400, 2.209, 2.129], [2.722, -4.330, 2.222], [2.732, -3.108, 1.276], [4.178, -2.809, 0.820], [3.973, -2.572, -0.555], [2.784, -2.942, -0.982], [2.392, -2.844, -2.107], [1.995, -3.288, 0.064], [3.361, -4.256, 3.103], [2.976, -5.272, 1.736], [1.701, -4.464, 2.579], [2.256, -2.249, 1.748], [4.804, -3.692, 0.946], [4.644, -1.988, 1.364], [-4.839, 2.693, 2.425], [-5.510, 1.370, 2.060], [-4.990, 0.633, 0.800], [-4.751, -0.699, 1.224], [-4.816, -0.767, 2.519], [-4.399, -1.731, 3.139], [-5.143, 0.423, 3.020], [-5.096, 2.934, 3.457], [-5.219, 3.552, 1.872], [-3.755, 2.577, 2.404], [-6.592, 1.500, 2.037], [-4.140, 1.123, 0.325], [-5.804, 0.749, 0.085]],
  "forces_ev_per_angstrom": [[0.15, -0.05, -0.42], [-1.56, 0.93, -0.41], [0.08, 0.23, 0.73], [0.24, -0.08, -1.16], [-1.80, 0.17, -1.57], [-0.10, -0.14, 1.01], [1.65, -0.20, 0.95], [0.41, -0.33, 0.57], [-0.11, 0.48, 0.21], [-0.10, -0.45, -0.31], [-0.07, -0.60, 0.57], [-0.11, -0.19, 0.62], [1.27, 0.44, -0.79], [-0.19, 0.71, 0.84], [-0.96, -0.56, -0.39], [-1.47, -1.25, 0.72], [2.26, 2.00, -0.65], [-2.70, -2.17, 0.97], [-0.63, 1.05, -1.31], [2.31, 0.15, 0.49], [0.05, -0.37, -0.57], [0.15, -0.07, 0.28], [0.06, 0.05, -0.28], [0.39, -0.14, 0.13], [0.43, 0.34, -0.19], [0.59, 0.58, 0.16], [-0.94, 0.59, -0.46], [1.29, -0.04, 1.62], [0.21, 1.03, -0.96], [-0.84, -0.42, -0.81], [0.26, -0.55, 1.13], [2.16, 0.88, -0.36], [-2.71, -1.93, 0.41], [-0.05, -0.01, -0.13], [-0.08, 0.08, -0.07], [-0.02, -0.01, 0.01], [0.63, 0.60, -0.93], [-0.27, -0.60, 0.34], [0.35, 0.24, 0.26], [0.22, 0.07, -0.19], [-1.78, 3.95, 0.54], [-0.25, -1.35, -0.36], [0.03, 0.12, -0.04], [3.73, 0.64, 1.61], [-1.91, -0.45, -2.32], [-1.80, -1.53, -0.02], [0.42, -0.34, -0.19], [0.35, 0.05, 0.03], [0.44, -0.39, 0.13], [-0.18, -1.73, 0.33], [-0.34, 0.39, 0.45], [0.84, -0.04, -0.12], [-1.48, -0.68, 0.19], [0.00, -2.16, 0.20], [-1.09, -0.87, 0.88], [0.50, 3.03, 0.66], [4.77, 0.98, -1.45], [-3.87, -1.62, 0.94], [0.86, 0.82, -1.17], [0.02, 0.49, -0.11], [0.13, 0.08, -0.15], [-0.18, 0.01, 0.15], [0.15, -0.39, -0.17], [-0.02, 0.27, 0.16], [0.19, 0.06, -0.10], [-1.27, 0.08, -0.37], [0.92, -0.68, 1.36], [-1.08, -0.65, 0.40], [1.77, 0.71, -0.70], [-1.13, 0.68, -0.49], [0.16, -0.32, 0.39], [0.19, -0.62, 0.08], [0.12, 0.52, -0.17], [0.19, 0.22, -0.39], [-0.03, -0.05, 0.17], [0.20, 0.05, 0.38], [0.05, -0.03, -0.09], [-0.15, 0.22, -0.49], [-0.34, -0.29, 0.44], [0.90, 0.55, -0.76], [-1.38, 1.93, -0.65], [-0.21, 0.22, -3.13], [2.14, -1.37, 2.89], [-1.35, 1.55, -0.78], [-0.42, -0.86, 2.40], [-0.05, -0.20, 0.13], [0.31, -0.23, -0.46], [-0.01, 0.26, -0.32], [-0.06, -0.22, 0.05], [0.50, -0.36, 0.37], [0.07, -0.90, -0.36]],
  "lowdin_charge": [0.00, -0.34, -0.07, 0.05, -0.52, 0.18, 0.08, 0.08, 0.05, 0.10, 0.15, 0.14, 0.14, 0.00, -0.29, -0.06, 0.11, -0.44, 0.25, 0.12, 0.10, 0.08, 0.10, 0.16, 0.11, 0.15, 0.01, -0.29, -0.07, 0.07, -0.50, 0.11, 0.03, 0.08, 0.09, 0.09, 0.16, 0.13, 0.15, 0.05, -0.18, -0.04, 0.11, -0.51, 0.18, 0.19, 0.08, 0.09, 0.10, 0.16, 0.14, 0.14, -0.03, -0.32, -0.12, 0.10, -0.53, 0.11, 0.09, 0.10, 0.08, 0.08, 0.15, 0.14, 0.13, -0.01, -0.29, -0.07, 0.09, -0.58, 0.16, 0.06, 0.09, 0.10, 0.08, 0.13, 0.14, 0.11, 0.00, -0.30, -0.08, 0.06, -0.58, 0.14, 0.10, 0.09, 0.09, 0.09, 0.16, 0.11, 0.13],
  "orbital_gap_ev": [9.993, 2.204],
  "multiplicity": 2,
  "charge": 1,
  "e_tot_ha": -2671.84472,
  "relative_energy_kj_mol": 0.0,
  "e_homo_ev": [-11.99, -11.99],
  "largest_force_ev_per_a": 5.1,
  "lumo_energy_ha": [-0.07355, -0.35978]
}